# 1
# C5H7O4Tl

C5H7O4Tl as an isolated structure in a non-equilibrium geometry (wB97M-V/def2-TZVPD, OMol25).

Positions of all 17 atoms, in Å:
O1 -2.505 1.558 1.067
C1 -2.859 0.406 0.876
C2 -3.994 -0.242 1.570
H1 -2.320 -0.212 0.130
H2 -4.734 -0.546 0.812
H3 -3.628 -1.174 2.030
H4 -4.449 0.413 2.320
O2 1.165 1.401 -0.530
Tl1 -0.534 2.938 0.467
H5 1.858 -2.077 1.537
O3 1.744 -0.073 1.050
O4 2.472 -0.484 -1.035
C3 2.510 -1.288 1.136
C4 2.926 -1.516 -0.281
C5 1.748 0.405 -0.173
H6 3.357 -1.127 1.820
H7 3.843 -2.003 -0.610

The energy relative to the best compared isomer or geometry (same formula, charge and spin) is 0.000 eV. Its total charge is +1. As for the HOMO energy (spin up / spin down): -11.438 / -14.132 eV. For the gap between HOMO and LUMO (spin up / spin down), the calculation gives 7.73 / 10.42 eV. As for the spin multiplicity: 2. As for the LUMO energy (spin up / spin down): -3.7 / -3.7 eV.

=====

# 2
# C5H7P

One molecule with the formula C5H7P in a non-equilibrium geometry (wB97M-V/def2-TZVPD, OMol25).

Positions of all 13 atoms, in Å:
C1 0.964 -0.760 0.791
C2 -0.240 0.202 0.598
C3 1.117 0.207 -0.053
C4 -1.655 -0.461 0.371
C5 1.832 0.926 -1.177
P1 -3.367 -0.192 0.864
H1 1.132 -1.520 1.494
H2 -0.437 0.987 1.334
H3 -1.589 -1.182 -0.384
H4 -3.865 -1.286 0.254
H5 2.893 0.721 -1.007
H6 1.659 1.981 -1.086
H7 1.556 0.375 -1.998

The energy relative to the best compared isomer or geometry (same formula, charge and spin) is 3.482 eV. Its total charge is 0. As for the HOMO energy: -8.288 eV. For the gap between HOMO and LUMO, the calculation gives 8.58 eV. As for the LUMO energy: 0.3 eV.

=====

# 3
# C5H7P

One molecule with the formula C5H7P in a non-equilibrium geometry (wB97M-V/def2-TZVPD, OMol25).

Positions of all 13 atoms, in Å:
C1 -0.047 1.469 -0.121
C2 0.402 1.417 -2.763
C3 -0.030 0.180 -0.009
C4 0.071 -0.832 -1.086
C5 -0.122 -0.386 1.389
P1 0.460 -0.171 -2.766
H1 -0.336 2.186 0.545
H2 0.804 2.366 -2.938
H3 0.620 -1.640 -0.747
H4 -0.878 -1.366 -1.147
H5 -1.212 -0.843 1.448
H6 0.101 0.250 2.195
H7 0.669 -1.144 1.602

The energy relative to the best compared isomer or geometry (same formula, charge and spin) is 4.849 eV. Its total charge is 0. As for the HOMO energy (spin up / spin down): -8.008 / -8.502 eV. For the gap between HOMO and LUMO (spin up / spin down), the calculation gives 8.24 / 8.41 eV. As for the LUMO energy (spin up / spin down): 0.2 / -0.1 eV.

=====

# 4
# C5H7PS

A 2-piece molecular cluster, C5H7PS overall in a non-equilibrium geometry (wB97M-V/def2-TZVPD, OMol25).

Positions of all 14 atoms, in Å:
C1 1.364 -1.113 -0.009
C2 1.802 0.264 -0.109
C3 0.152 -1.212 0.596
C4 0.973 1.143 0.539
C5 -1.679 0.791 -0.043
P1 -0.520 0.373 1.216
S1 -3.186 -0.074 -0.163
H1 2.001 -1.806 -0.453
H2 2.648 0.500 -0.566
H3 -0.522 -2.139 0.688
H4 1.071 2.238 0.691
H5 0.258 0.708 -1.707
H6 -1.754 1.658 -0.582
H7 -2.607 -1.329 -0.099

The energy relative to the best compared isomer or geometry (same formula, charge and spin) is 5.595 eV. Its total charge is 0. As for the HOMO energy (spin up / spin down): -8.520 / -7.614 eV. For the gap between HOMO and LUMO (spin up / spin down), the calculation gives 8.20 / 7.42 eV. As for the LUMO energy (spin up / spin down): -0.3 / -0.2 eV.

=====

# 5
# C5H8

One molecule with the formula C5H8 (wB97M-V/def2-TZVPD, OMol25).

Positions of all 13 atoms, in Å:
C1 1.181 -0.450 -0.294
C2 -0.062 -1.380 -0.288
C3 -0.405 0.370 1.240
C4 0.143 0.668 -0.170
C5 -0.788 -0.212 -1.008
H1 1.660 -0.505 -1.280
H2 1.944 -0.554 0.490
H3 -0.547 -0.735 1.260
H4 0.300 0.606 2.039
H5 -1.388 0.810 1.424
H6 0.368 1.710 -0.444
H7 -1.874 -0.090 -0.895
H8 -0.532 -0.239 -2.075

The energy relative to the best compared isomer or geometry (same formula, charge and spin) is 4.420 eV. Its total charge is 0. As for the HOMO energy: -8.209 eV. For the gap between HOMO and LUMO, the calculation gives 8.55 eV. As for the LUMO energy: 0.3 eV.

=====

# 6
# C5H8

One molecule with the formula C5H8 in a non-equilibrium geometry (wB97M-V/def2-TZVPD, OMol25).

Positions of all 13 atoms, in Å:
C1 -0.498 1.438 1.226
C2 0.729 1.013 0.451
C3 0.871 -0.006 -0.356
C4 -0.301 -0.855 -0.729
C5 -0.290 -2.051 -1.369
H1 -0.574 0.684 2.091
H2 -0.219 2.474 1.636
H3 -1.502 1.530 0.675
H4 1.672 1.551 0.600
H5 1.932 -0.367 -0.604
H6 -1.286 -0.275 -0.498
H7 0.742 -2.594 -1.693
H8 -1.277 -2.543 -1.430

The energy relative to the best compared isomer or geometry (same formula, charge and spin) is 1.606 eV. Its total charge is 0. As for the HOMO energy: -8.713 eV. For the gap between HOMO and LUMO, the calculation gives 9.82 eV. As for the LUMO energy: 1.1 eV.